(i)
{
  "formula": "C3H10OS",
  "method": "ωB97M-V/def2-TZVPD",
  "elements": ["C", "S", "C", "H", "H", "H", "H", "H", "H", "C", "O", "H", "H", "H", "H"],
  "coordinates": [[-2.065, -0.890, -1.341], [-1.136, 0.409, -0.517], [-1.527, 0.056, 1.225], [-1.580, -1.177, -2.269], [-3.095, -0.599, -1.502], [-2.101, -1.787, -0.725], [-1.554, 1.006, 1.773], [-2.462, -0.490, 1.351], [-0.746, -0.609, 1.608], [2.933, 0.751, -0.199], [2.471, 0.080, 0.943], [2.123, 1.043, -0.877], [3.539, 1.648, -0.018], [3.486, 0.035, -0.795], [1.714, 0.525, 1.343]],
  "lowdin_charge": [-0.44, 0.72, -0.42, 0.03, 0.03, 0.03, 0.03, 0.03, 0.02, -0.19, -0.12, 0.06, 0.08, 0.07, 0.06],
  "homo_energy_ev": -8.58,
  "molar_mass_g_mol": 94.18,
  "homo_lumo_gap_ha": 0.348
}

---

(ii)
{
  "formula": "C3H10OS",
  "method": "ωB97M-V/def2-TZVPD",
  "elements": ["C", "C", "S", "H", "H", "H", "H", "H", "H", "C", "O", "H", "H", "H", "H"],
  "coordinates": [[2.200, -1.303, -2.094], [1.694, -0.398, -0.982], [-0.092, -0.650, -0.647], [1.502, -1.325, -2.929], [2.300, -2.317, -1.736], [3.182, -0.976, -2.429], [2.182, -0.628, -0.066], [1.770, 0.655, -1.223], [-0.080, -1.730, 0.138], [-1.505, 1.464, 2.656], [-2.188, 1.522, 1.429], [-1.515, 2.459, 3.124], [-1.934, 0.788, 3.405], [-0.458, 1.176, 2.520], [-2.633, 0.675, 1.298]],
  "lowdin_charge": [-0.18, -0.60, 0.68, 0.06, 0.06, 0.07, 0.05, 0.06, -0.16, -0.19, -0.14, 0.08, 0.08, 0.07, 0.07],
  "homo_energy_ev": -8.99,
  "molar_mass_g_mol": 94.18,
  "homo_lumo_gap_ha": 0.360
}

---

(iii)
{
  "formula": "C3H10OS",
  "method": "ωB97M-V/def2-TZVPD",
  "elements": ["C", "C", "C", "S", "H", "H", "H", "H", "H", "H", "H", "H", "O", "H", "H"],
  "coordinates": [[0.660, -1.916, 0.211], [0.034, -0.514, 0.152], [-0.498, -0.101, 1.479], [-0.853, 1.733, 1.498], [1.143, -2.202, -0.733], [-0.086, -2.712, 0.344], [1.492, -2.027, 0.895], [0.897, 0.182, -0.177], [-0.623, -0.471, -0.721], [0.165, -0.193, 2.345], [-1.359, -0.675, 1.712], [-0.618, 2.195, 0.281], [0.219, 2.127, -2.239], [-0.213, 1.690, -2.983], [-0.361, 2.884, -2.064]],
  "lowdin_charge": [-0.13, -0.37, -0.54, 0.68, 0.07, 0.07, 0.07, 0.12, 0.10, 0.07, 0.06, -0.21, -0.07, 0.04, 0.04],
  "homo_energy_ev": -8.83,
  "molar_mass_g_mol": 94.18,
  "homo_lumo_gap_ha": 0.347
}

---

(iii) is preferred energetically. Next in line: 5.4 kcal/mol higher.

---

(i)
{
  "formula": "C5H5NOS",
  "method": "ωB97M-V/def2-TZVPD",
  "elements": ["C", "C", "C", "C", "O", "N", "C", "S", "H", "H", "H", "H", "H"],
  "coordinates": [[1.851, 0.798, -0.215], [0.840, 1.612, 0.012], [-0.456, 0.845, 0.419], [-1.754, 0.871, -0.255], [-2.228, -0.493, -0.094], [-1.084, -1.336, -0.045], [-0.136, -0.598, 0.203], [1.539, -0.961, -0.002], [2.819, 1.114, -0.390], [0.758, 2.656, -0.097], [-0.751, 1.058, 1.467], [-2.370, 1.540, 0.409], [-1.736, 1.129, -1.283]],
  "lowdin_charge": [-0.36, -0.09, -0.28, -0.16, -0.11, 0.09, -0.65, 0.99, 0.04, 0.09, 0.16, 0.15, 0.12],
  "homo_energy_ev": -8.57,
  "molar_mass_g_mol": 127.17,
  "homo_lumo_gap_ha": 0.342
}

---

(ii)
{
  "formula": "C5H5NOS",
  "method": "ωB97M-V/def2-TZVPD",
  "elements": ["C", "C", "C", "C", "C", "N", "O", "S", "H", "H", "H", "H", "H"],
  "coordinates": [[1.958, -1.203, -0.372], [-0.612, 0.982, -0.285], [2.035, 0.365, -1.083], [0.793, 0.412, -0.219], [-1.487, 0.064, 0.439], [0.913, -0.957, 0.305], [-0.894, 1.987, -0.839], [2.326, 1.382, 0.372], [2.515, -2.179, -0.464], [2.183, 0.663, -2.035], [-0.981, -0.342, 1.379], [-1.573, -0.949, -0.049], [-2.462, 0.638, 0.508]],
  "lowdin_charge": [-0.08, -0.48, -0.36, -0.57, -0.04, 0.03, 0.12, 0.88, 0.12, 0.05, 0.11, 0.11, 0.11],
  "homo_energy_ev": -9.30,
  "molar_mass_g_mol": 127.17,
  "homo_lumo_gap_ha": 0.338
}

---

(iii)
{
  "formula": "C5H5NOS",
  "method": "ωB97M-V/def2-TZVPD",
  "elements": ["C", "C", "C", "C", "C", "N", "O", "S", "H", "H", "H", "H", "H"],
  "coordinates": [[0.469, -0.926, -0.727], [0.678, -1.548, 0.433], [0.665, -0.417, 2.697], [0.579, 0.555, -0.868], [-0.612, 1.144, -0.150], [0.609, -0.900, 1.627], [-3.013, 1.659, 0.342], [-2.180, 1.070, -0.659], [0.422, -1.458, -1.789], [0.849, -2.618, 0.791], [1.496, 0.981, -0.451], [0.558, 0.761, -1.980], [-0.520, 1.698, 0.735]],
  "lowdin_charge": [-0.12, -0.18, 0.07, -0.26, -0.38, -0.08, -0.56, 0.91, 0.15, 0.15, 0.12, 0.12, 0.05],
  "homo_energy_ev": -9.17,
  "molar_mass_g_mol": 127.17,
  "homo_lumo_gap_ha": 0.329
}

---

(i) is preferred energetically. Next in line: 18.0 kcal/mol higher.

---

(i)
{
  "formula": "C4H13N2O",
  "method": "ωB97M-V/def2-TZVPD",
  "elements": ["C", "N", "C", "C", "N", "C", "O", "H", "H", "H", "H", "H", "H", "H", "H", "H", "H", "H", "H", "H"],
  "coordinates": [[-2.246, 0.910, -1.101], [-1.522, 1.132, 0.175], [-1.067, -0.088, 0.812], [0.187, -0.567, 0.081], [0.986, -1.711, 0.727], [1.240, 0.529, 0.032], [2.327, -0.066, -0.723], [-1.806, 1.612, -1.804], [-2.052, -0.091, -1.485], [-3.326, 1.006, -1.013], [-2.009, 1.707, 0.847], [-0.822, 0.075, 1.867], [-1.801, -0.910, 0.869], [-0.106, -0.938, -0.897], [0.781, -2.637, 0.359], [1.975, -1.481, 0.569], [0.797, -1.777, 1.734], [0.997, 1.404, -0.551], [1.553, 0.692, 1.070], [2.973, 0.575, -1.036]],
  "lowdin_charge": [-0.08, -0.11, -0.22, -0.25, 0.24, -0.16, -0.08, 0.08, 0.07, 0.09, 0.12, 0.13, 0.13, 0.15, 0.18, 0.15, 0.18, 0.14, 0.14, 0.11],
  "homo_energy_ev": -12.85,
  "charge": 1,
  "molar_mass_g_mol": 105.16,
  "homo_lumo_gap_ha": 0.349
}

---

(ii)
{
  "formula": "C4H13N2O",
  "method": "ωB97M-V/def2-TZVPD",
  "elements": ["C", "O", "C", "H", "H", "H", "H", "H", "H", "C", "C", "N", "N", "H", "H", "H", "H", "H", "H", "H"],
  "coordinates": [[1.161, -2.262, 0.782], [1.541, -0.841, 0.833], [-0.155, -2.484, 0.084], [1.999, -2.753, 0.299], [1.040, -2.617, 1.805], [1.007, -0.472, 1.537], [-0.178, -2.359, -1.000], [-0.475, -3.505, 0.316], [-0.943, -1.872, 0.537], [-0.604, 2.408, -0.080], [-0.729, 1.188, -0.639], [0.523, 0.596, -1.161], [-1.584, 3.385, 0.034], [0.369, 2.731, 0.288], [-1.599, 0.556, -0.686], [1.173, 1.313, -1.468], [0.994, -0.045, -0.411], [0.317, 0.044, -1.991], [-2.521, 3.009, 0.103], [-1.334, 3.980, 0.818]],
  "lowdin_charge": [-0.23, -0.10, -0.09, 0.12, 0.12, 0.10, 0.07, 0.09, 0.08, -0.19, -0.11, 0.15, 0.09, 0.13, 0.11, 0.16, 0.10, 0.16, 0.11, 0.10],
  "homo_energy_ev": -12.95,
  "charge": 1,
  "molar_mass_g_mol": 105.16,
  "homo_lumo_gap_ha": 0.368
}

---

(iii)
{
  "formula": "C4H13N2O",
  "method": "ωB97M-V/def2-TZVPD",
  "elements": ["C", "N", "C", "H", "H", "H", "H", "H", "H", "H", "H", "C", "N", "C", "O", "H", "H", "H", "H", "H"],
  "coordinates": [[-1.686, 1.604, 1.082], [-0.855, 1.274, -0.129], [-0.198, 2.467, -0.702], [-2.126, 0.695, 1.478], [-1.015, 2.043, 1.809], [-2.422, 2.335, 0.766], [-1.468, 0.805, -0.786], [-0.084, 0.612, 0.132], [-0.904, 3.267, -0.920], [0.367, 2.208, -1.589], [0.474, 2.885, 0.048], [0.649, -1.804, 0.844], [1.198, -0.818, 0.043], [1.272, -1.021, -1.402], [-0.274, -2.475, 0.464], [1.098, -1.902, 1.842], [2.010, -0.386, 0.458], [1.776, -1.955, -1.651], [1.800, -0.193, -1.866], [0.266, -1.093, -1.815]],
  "lowdin_charge": [0.02, -0.05, -0.01, 0.11, 0.10, 0.11, 0.17, 0.11, 0.11, 0.10, 0.11, -0.34, -0.08, -0.07, 0.07, 0.14, 0.13, 0.10, 0.09, 0.08],
  "homo_energy_ev": -13.92,
  "charge": 1,
  "molar_mass_g_mol": 105.16,
  "homo_lumo_gap_ha": 0.396
}

---

(iv)
{
  "formula": "C4H13N2O",
  "method": "ωB97M-V/def2-TZVPD",
  "elements": ["C", "C", "C", "C", "N", "N", "H", "H", "H", "H", "H", "H", "H", "H", "H", "H", "H", "H", "H", "O"],
  "coordinates": [[0.583, -2.892, 0.274], [0.140, -1.596, 1.017], [-0.366, -0.553, 0.066], [-1.627, -0.284, -0.205], [-2.016, 0.910, -0.918], [0.622, 0.429, -0.413], [1.108, -2.667, -0.657], [1.047, -3.672, 0.865], [-0.354, -3.314, -0.113], [1.030, -1.226, 1.527], [-0.623, -1.813, 1.753], [-2.462, -0.932, 0.037], [-2.899, 1.250, -0.572], [-2.256, 0.578, -1.849], [1.190, -0.127, -1.053], [1.236, 0.822, 0.311], [0.200, 1.228, -0.904], [1.937, 3.530, 1.079], [2.023, 3.774, -0.364], [1.987, 3.046, 0.257]],
  "lowdin_charge": [-0.07, -0.18, -0.26, -0.09, 0.04, 0.24, 0.07, 0.08, 0.08, 0.11, 0.12, 0.14, 0.09, 0.10, 0.18, 0.15, 0.15, 0.05, 0.05, -0.04],
  "homo_energy_ev": -14.03,
  "charge": 1,
  "molar_mass_g_mol": 105.16,
  "homo_lumo_gap_ha": 0.404
}

---

(iii) is preferred energetically. Next in line: 7.2 kcal/mol higher.